(1)
Computed, not measured: 6 unconnected molecules or ions with the total composition C39H33F8NO2, with ωB97M-V/def2-TZVPD.

Output
LUMO: -0.69 eV
gap between HOMO and LUMO: 8.24 eV
spin multiplicity: 1

XYZ file:
```
83
Properties=species:S:1:pos:R:3:forces:R:3:lowdin_charge:R:1
N -0.39047 -0.46555 -1.68595 0.3 -0.2 -1.0 0.135
C 0.03985 -1.63340 -2.31864 -0.3 0.4 -0.1 -0.238
C -0.60924 -2.29911 -3.28563 0.2 0.0 0.1 0.053
C 0.00854 -3.54066 -3.78203 -0.2 -0.2 0.1 -0.350
O -0.61011 -4.53023 -4.11738 0.0 0.3 -0.3 0.108
C 1.51236 -3.53838 -3.82968 0.2 0.2 0.0 -0.141
C 2.16124 -4.29730 -4.95856 0.1 0.0 0.3 -0.109
C 3.20556 -3.47278 -5.70825 0.1 -0.3 -0.1 -0.064
C 2.60244 -2.41910 -6.60850 -0.1 0.1 0.0 -0.607
F 1.46730 -1.88797 -6.10149 0.1 0.0 -0.1 0.138
F 2.28163 -2.92556 -7.81642 0.0 0.0 0.1 0.132
F 3.45430 -1.39770 -6.82028 -0.1 -0.1 0.0 0.131
C 2.15186 -2.88224 -2.85932 -0.2 -0.2 -0.4 0.066
C 1.33238 -2.21252 -1.82181 0.1 -0.2 0.0 -0.317
O 1.64736 -2.15488 -0.65784 0.2 0.3 0.0 0.120
H -1.04333 0.00675 -2.30440 -0.2 0.0 0.3 0.105
H 0.39580 0.16297 -1.55467 -0.1 0.0 0.6 0.092
H -1.54878 -1.97074 -3.71209 -0.1 -0.2 0.2 0.121
H 1.38542 -4.65713 -5.63232 0.0 -0.1 0.0 0.125
H 2.66008 -5.17398 -4.54252 0.0 -0.1 -0.1 0.133
H 3.78782 -4.13242 -6.35349 0.0 0.1 0.0 0.134
H 3.91503 -3.00372 -5.02791 -0.1 0.1 0.0 0.124
H 3.23131 -2.83331 -2.78783 0.0 -0.1 0.2 0.132
F 5.01763 0.70017 0.33363 0.0 0.0 0.0 0.045
C 4.77334 0.00108 1.46626 0.0 0.0 0.1 -0.283
C 5.67050 0.09674 2.51065 0.1 0.0 0.0 -0.024
C 5.41217 -0.62203 3.66958 -0.1 0.0 0.0 -0.085
C 4.27925 -1.42017 3.76576 0.1 0.1 0.0 -0.095
C 3.39786 -1.49648 2.69568 0.0 0.0 0.1 -0.064
C 3.63818 -0.77982 1.53279 0.0 0.1 -0.1 -0.011
H 6.54862 0.72064 2.41151 0.0 0.0 0.0 0.114
H 6.10143 -0.55691 4.50143 0.0 0.0 0.0 0.102
H 4.08097 -1.97939 4.66629 0.1 0.0 0.0 0.074
H 2.51518 -2.11868 2.76317 0.0 0.0 0.0 0.109
H 2.95835 -0.82574 0.69432 0.0 0.0 0.0 0.089
F -0.04689 1.74786 0.18252 0.1 0.1 0.0 0.041
C -0.86614 2.23258 1.14225 -0.1 0.0 0.1 -0.282
C -2.10849 1.65461 1.29966 0.0 -0.1 0.0 -0.017
C -2.94736 2.15494 2.28535 0.0 0.0 0.0 -0.082
C -2.53795 3.21254 3.08588 0.0 0.0 0.0 -0.094
C -1.28093 3.77277 2.90469 0.0 -0.1 0.0 -0.088
C -0.42985 3.28100 1.92556 0.1 0.0 0.0 -0.011
H -2.40181 0.83092 0.66277 0.0 0.0 0.0 0.114
H -3.92461 1.71346 2.42785 0.0 0.0 0.0 0.104
H -3.19735 3.60165 3.84981 0.0 0.0 0.0 0.102
H -0.96300 4.59923 3.52352 0.0 0.0 0.0 0.097
H 0.55524 3.69865 1.76688 0.0 0.0 0.0 0.118
F -4.70583 -1.33262 -3.22213 0.0 0.0 0.0 0.044
C -4.76857 -2.29269 -4.17138 0.0 -0.1 -0.1 -0.297
C -5.12251 -1.93530 -5.45678 0.0 0.1 0.0 -0.022
C -5.17425 -2.92350 -6.42903 0.0 0.0 0.0 -0.085
C -4.87811 -4.24076 -6.10731 0.0 0.0 0.0 -0.094
C -4.52633 -4.57266 -4.80649 0.0 0.0 -0.1 -0.077
C -4.46781 -3.59428 -3.82545 0.0 0.0 0.1 -0.021
H -5.35205 -0.90300 -5.68427 0.0 0.0 0.0 0.116
H -5.44561 -2.66047 -7.44254 0.0 0.0 0.0 0.104
H -4.91905 -5.00652 -6.86982 0.0 0.0 0.0 0.101
H -4.29156 -5.59668 -4.55120 0.0 0.0 0.0 0.108
H -4.18644 -3.83037 -2.80808 0.0 0.0 0.0 0.120
F -2.30163 6.73643 3.26618 0.0 0.1 0.1 0.045
C -1.97844 7.40215 2.13761 0.0 0.0 -0.1 -0.290
C -0.78417 8.09160 2.09102 0.1 0.0 0.1 -0.019
C -0.45569 8.76738 0.92469 0.0 0.0 0.0 -0.084
C -1.31627 8.74671 -0.16396 0.0 0.0 0.0 -0.097
C -2.51121 8.04435 -0.08814 0.0 0.0 0.0 -0.083
C -2.85131 7.36090 1.07002 -0.1 0.0 0.0 -0.015
H -0.13130 8.09636 2.95337 0.0 0.0 0.0 0.117
H 0.47764 9.31102 0.86780 0.0 0.0 0.0 0.104
H -1.05530 9.27609 -1.07013 0.0 0.0 0.0 0.100
H -3.18422 8.02653 -0.93467 0.0 0.0 0.0 0.105
H -3.77266 6.80038 1.15023 0.0 0.0 0.0 0.118
F 2.60147 -3.12192 5.77335 -0.1 -0.1 0.1 0.040
C 1.73117 -2.42096 6.53493 0.0 0.0 0.0 -0.280
C 0.47785 -2.94942 6.76395 0.0 -0.1 0.0 -0.016
C -0.41159 -2.22558 7.54439 0.0 0.0 0.0 -0.083
C -0.04134 -0.99713 8.07387 0.0 0.0 0.0 -0.097
C 1.22586 -0.48935 7.82394 0.0 0.0 0.0 -0.081
C 2.12794 -1.20360 7.04901 0.1 0.0 0.0 -0.016
H 0.21073 -3.90599 6.33601 0.0 0.0 0.0 0.118
H -1.39804 -2.62454 7.73819 0.0 0.0 0.0 0.104
H -0.74016 -0.43606 8.67916 0.0 0.0 0.0 0.100
H 1.51592 0.46974 8.23111 0.0 0.0 0.0 0.105
H 3.12020 -0.82687 6.84178 0.0 0.0 0.0 0.114
```
Forces are in eV/Å.

=====

(2)
Computed, not measured: 3 unconnected molecules or ions with the total composition C21H43N6O4S, with ωB97M-V/def2-TZVPD.

Output
net charge: +1
LUMO (alpha / beta): -3.81 / -3.81 eV
gap between HOMO and LUMO (alpha / beta): 6.42 / 7.18 eV
spin multiplicity: 3

XYZ file:
```
75
Properties=species:S:1:pos:R:3:forces:R:3:lowdin_charge:R:1
N -0.33600 -6.13598 -0.07718 0.1 -0.1 -0.4 0.172
C -1.65466 -6.45947 -0.01648 0.1 0.0 1.0 -0.356
N -2.34088 -6.90905 1.06501 -0.9 0.3 -1.6 0.205
C -3.58121 -7.08542 0.58253 0.5 -0.2 1.0 -0.055
N -3.66024 -6.78350 -0.71798 -0.9 -0.2 0.4 0.144
N -2.45079 -6.36286 -1.09644 0.8 0.4 -0.4 -0.058
C -2.06362 -5.90616 -2.43963 -1.0 -0.1 0.6 -0.117
S -1.64487 -7.42141 -3.40658 1.6 0.6 -1.7 0.694
O -2.14076 -7.26657 -4.73762 -0.7 -0.1 0.6 -0.307
O -0.23117 -7.61582 -3.25395 -0.5 -0.3 0.9 -0.320
H -0.01844 -5.21608 0.19845 0.0 -0.4 0.1 0.117
H 0.30577 -6.87623 -0.33655 0.1 0.5 0.1 0.127
H -4.42476 -7.43547 1.18629 0.3 0.2 -0.5 0.158
H -4.46867 -6.85035 -1.32986 0.3 0.2 0.0 0.203
H -1.19759 -5.23844 -2.29904 -0.1 -0.6 -0.3 0.127
H -2.88234 -5.31496 -2.88916 0.3 -0.5 0.1 0.135
H -2.30939 -8.44779 -2.76298 0.0 0.6 0.0 0.093
C -2.39431 -0.13809 1.34700 0.0 0.3 -0.1 -0.029
C -1.88468 -1.41189 0.63792 -0.7 0.8 1.9 -0.483
C -0.36675 -1.50852 0.83324 0.3 0.1 -0.4 -0.131
C 0.39526 -0.47173 0.01139 0.0 0.0 0.0 -0.164
C 0.01435 -0.55904 -1.46402 0.2 -0.4 0.5 -0.125
C -1.49833 -0.52803 -1.72496 -0.3 2.0 -1.2 -0.483
N -2.26600 -1.42417 -0.80833 2.3 -2.1 -0.4 -0.053
O -2.13687 -2.65033 -1.24447 -0.9 0.0 0.0 -0.068
C -2.03660 0.90984 -1.61049 0.0 0.3 0.5 -0.031
C -1.72850 -0.87339 -3.20641 -0.2 -0.8 0.1 -0.045
C -2.58088 -2.54781 1.40477 0.0 -0.4 -0.5 -0.045
H -2.32872 -0.25751 2.42919 0.0 -0.2 -0.1 0.091
H -1.81049 0.75130 1.12572 0.0 0.0 -0.1 0.057
H -3.43935 0.05997 1.10305 0.0 0.0 -0.1 0.098
H -0.01460 -2.51031 0.55758 -0.1 0.0 -0.1 0.109
H -0.12016 -1.38064 1.89003 -0.2 0.0 0.0 0.130
H 0.21214 0.53620 0.39045 0.0 0.0 0.0 0.097
H 1.46835 -0.64289 0.11853 0.0 0.1 0.0 0.121
H 0.49999 0.25462 -2.00735 -0.2 0.0 -0.1 0.129
H 0.43584 -1.48671 -1.86868 -0.2 0.0 0.0 0.121
H -3.12555 0.93526 -1.69289 0.0 -0.1 0.0 0.096
H -1.63847 1.54094 -2.40540 0.1 -0.2 -0.1 0.090
H -1.75781 1.40849 -0.68516 0.0 0.0 0.0 0.051
H -1.29472 -1.83517 -3.48388 -0.1 0.0 0.1 0.072
H -1.25798 -0.12638 -3.84556 0.0 0.1 0.2 0.091
H -2.79388 -0.89534 -3.44578 0.0 0.0 0.0 0.091
H -3.66428 -2.49031 1.27617 0.0 0.0 0.0 0.092
H -2.36650 -2.47255 2.47060 0.1 0.2 -0.1 0.091
H -2.24592 -3.53768 1.08748 0.0 0.1 -0.1 0.051
C 3.42769 5.22908 3.12995 -0.3 0.3 0.0 -0.039
C 3.61875 4.23583 1.96210 0.9 0.9 1.8 -0.490
C 4.40777 4.93405 0.84816 -0.2 0.1 -0.5 -0.134
C 3.57784 5.98683 0.11825 0.0 0.0 0.0 -0.174
C 2.27696 5.38719 -0.40801 0.6 -0.1 -0.1 -0.132
C 1.46730 4.61955 0.64712 -1.7 1.3 0.3 -0.486
N 2.30848 3.70422 1.47540 1.4 -0.8 -2.6 -0.063
O 2.55734 2.62850 0.76801 -0.6 -0.1 0.8 -0.031
C 0.70979 5.59775 1.56843 0.2 0.4 0.3 -0.035
C 0.33447 3.87656 -0.07804 0.3 -0.7 -0.1 -0.056
C 4.47317 3.11876 2.58050 -0.2 -0.5 -0.4 -0.045
H 4.38038 5.41131 3.62866 0.0 -0.2 -0.1 0.087
H 3.07921 6.21132 2.82063 -0.1 -0.1 0.0 0.057
H 2.73811 4.83330 3.87762 0.0 0.0 -0.1 0.094
H 4.76583 4.19659 0.12262 -0.1 -0.1 0.1 0.126
H 5.29995 5.40659 1.26641 -0.1 -0.1 0.2 0.127
H 3.36474 6.83616 0.77238 0.0 0.0 0.0 0.105
H 4.15583 6.38735 -0.71791 0.0 0.0 0.0 0.116
H 1.66334 6.18348 -0.83722 -0.2 -0.1 0.1 0.126
H 2.52479 4.71536 -1.23715 -0.1 -0.1 0.1 0.124
H 0.21266 5.06719 2.38368 0.1 0.0 0.0 0.093
H -0.05908 6.13654 1.01312 0.0 -0.1 -0.1 0.086
H 1.34005 6.36854 2.00488 0.0 -0.1 0.0 0.060
H 0.70247 3.21124 -0.86123 0.1 -0.1 0.2 0.073
H -0.33294 4.58670 -0.56808 0.1 0.2 0.2 0.089
H -0.26320 3.28629 0.62199 0.1 0.0 0.0 0.080
H 3.92436 2.61310 3.37819 0.0 0.0 0.0 0.090
H 5.38410 3.53398 3.01230 -0.1 0.2 0.0 0.087
H 4.78486 2.37406 1.84864 -0.2 0.0 0.0 0.077
```
Forces are in eV/Å.

=====

Number 1: total energy -68302.8187 eV. Number 2: total energy -50428.3463 eV.